Molecular formula: C60H132N6O9
Method: DFT, ωB97M-V with the def2-TZVPD basis set

```
207
Properties=species:S:1:pos:R:3:forces:R:3:lowdin_charge:R:1
C -0.201971 -5.828475 -5.419469 -0.5 0.4 0.6 -0.02
C 0.429668 -4.428149 -5.606915 0.8 -0.1 -1.5 -0.52
C 1.340870 -4.456157 -6.862157 0.8 0.3 -0.1 -0.04
C -0.601834 -3.352414 -5.851916 -1.6 0.4 1.2 -0.13
C -1.340528 -3.040205 -4.532822 -0.2 -1.9 -0.3 -0.18
C -0.351969 -2.571077 -3.469077 -1.4 -0.7 0.7 -0.13
C 0.755140 -3.585408 -3.219412 0.1 -0.6 0.3 -0.49
C 1.967577 -3.012888 -2.494637 -1.1 0.8 1.1 -0.04
C 0.264103 -4.735424 -2.261661 0.2 0.7 -1.5 -0.01
N 1.320517 -3.980573 -4.533902 -0.7 -0.5 0.5 -0.08
O 2.257753 -5.042087 -4.281695 0.6 0.8 -0.2 -0.04
H -0.792573 -6.169669 -6.263081 -0.2 0.5 -0.4 0.08
H 0.577079 -6.571055 -5.368476 0.3 -0.2 0.6 0.08
H -0.887818 -5.863969 -4.539476 0.8 -0.1 -0.6 0.07
H 2.285022 -4.967085 -6.650854 -0.3 -0.4 0.1 0.07
H 0.850372 -4.996748 -7.674763 0.0 0.3 -0.1 0.08
H 1.722670 -3.444215 -7.187569 -1.0 -0.8 0.3 0.10
H -0.177958 -2.410228 -6.143328 0.7 0.3 -0.6 0.10
H -1.329307 -3.674751 -6.610905 0.3 0.1 0.1 0.13
H -2.130148 -2.322477 -4.615215 -0.4 0.7 -0.5 0.08
H -1.902923 -3.986474 -4.303433 0.7 0.7 0.5 0.10
H -0.962672 -2.460208 -2.519432 0.9 0.3 -0.8 0.13
H 0.019346 -1.613654 -3.817678 0.3 0.4 0.2 0.10
H 2.570428 -2.454507 -3.167663 0.6 0.6 -0.6 0.07
H 2.528071 -3.812108 -2.051550 0.5 -0.3 0.2 0.06
H 1.655251 -2.332084 -1.675249 0.1 -0.3 -0.3 0.09
H -0.576156 -5.310980 -2.621213 -0.8 0.4 0.2 0.06
H 0.130925 -4.255496 -1.296211 -0.2 -0.4 0.2 0.08
H 1.036050 -5.473061 -2.277503 0.8 -0.4 0.6 0.06
H 3.084122 -4.546016 -4.426741 -0.2 -0.7 0.1 0.12
C 6.332068 -3.404510 1.997780 -0.8 -0.1 -2.2 -0.02
C 4.967405 -2.678845 1.665165 0.0 -1.8 1.8 -0.45
C 5.136103 -1.185991 1.287038 -0.8 -0.4 0.9 -0.01
C 4.304362 -3.567115 0.602199 0.0 0.2 -0.2 -0.14
C 3.726295 -4.912337 1.093232 -0.2 0.5 2.5 -0.14
C 2.664070 -4.472899 2.150667 2.2 -0.1 -0.1 -0.12
C 3.389422 -3.821069 3.334289 -1.6 0.1 1.4 -0.52
C 2.315571 -3.331319 4.385622 0.3 0.4 -1.3 -0.02
C 4.292459 -4.766790 4.117297 -0.3 -0.4 0.9 -0.03
N 4.098071 -2.643741 2.891936 -0.5 0.9 -2.8 -0.12
O 4.897831 -2.092688 3.855386 0.9 -0.2 2.2 -0.05
H 7.049142 -2.992892 1.292020 0.4 -0.2 0.0 0.08
H 6.676006 -3.278843 2.962065 0.7 0.9 2.0 0.04
H 6.321168 -4.507963 1.888968 -0.3 0.6 -0.4 0.08
H 5.836283 -1.063341 0.459514 -0.3 0.3 0.0 0.09
H 4.101668 -0.790673 1.119997 0.9 -0.2 -0.5 0.08
H 5.454396 -0.616120 2.192133 0.3 -0.5 -0.9 0.08
H 3.554417 -2.932966 0.088527 0.1 -0.7 0.0 0.11
H 5.114332 -3.807303 -0.047183 0.5 0.1 -1.2 0.10
H 3.162306 -5.454794 0.384853 -0.2 -0.4 -1.5 0.08
H 4.449883 -5.696562 1.548460 -0.8 1.7 -0.7 0.14
H 2.096073 -5.300892 2.500422 -0.5 -0.7 0.4 0.11
H 2.001532 -3.778852 1.660042 -0.4 0.4 0.0 0.10
H 2.841308 -2.666228 5.044401 0.4 0.0 0.8 0.05
H 1.908880 -4.198975 4.928531 -0.2 0.5 -0.2 0.09
H 1.579986 -2.633473 3.923148 0.0 -1.0 0.1 0.08
H 3.848515 -5.781364 4.276536 0.4 0.8 -0.3 0.11
H 4.457047 -4.302083 5.106866 -0.1 -0.4 -0.3 0.09
H 5.269319 -4.811146 3.678840 0.4 -0.5 -0.3 0.05
H 4.625154 -1.179756 3.956438 -0.3 0.5 0.0 0.04
C -4.170134 3.291639 -1.439834 -1.2 -0.8 2.9 -0.01
C -3.957215 4.638948 -0.671360 -0.6 -0.1 -1.5 -0.55
C -4.077457 5.765424 -1.728741 -0.7 -0.4 0.4 -0.02
C -4.966859 4.913774 0.403099 -0.4 -2.6 1.2 -0.13
C -4.837295 3.843765 1.520546 -1.0 0.0 1.0 -0.19
C -3.562658 4.122893 2.247207 1.0 2.0 0.0 -0.15
C -2.333868 4.135535 1.266912 0.1 -0.5 0.2 -0.44
C -1.155111 4.979544 1.825506 -0.8 -0.7 -0.5 -0.01
C -1.907219 2.651111 1.080003 -0.4 0.4 0.5 -0.02
N -2.676108 4.762238 -0.070765 1.4 0.1 1.1 -0.07
O -1.701631 4.378564 -1.078082 -0.7 -0.4 1.0 -0.03
H -3.865280 2.398538 -0.858541 0.4 0.6 -0.1 0.06
H -5.245611 3.044761 -1.490637 0.3 0.6 -0.9 0.10
H -3.594830 3.289191 -2.315735 0.2 0.0 -1.5 0.03
H -3.363309 5.608306 -2.524146 -0.1 -0.2 -0.5 0.07
H -5.138294 5.762814 -2.090309 1.0 0.3 0.0 0.10
H -3.787125 6.705378 -1.266853 -0.4 0.2 0.1 0.08
H -4.832793 5.864023 0.856743 0.2 1.1 0.2 0.11
H -5.961070 4.822943 0.038260 -0.9 0.3 -0.7 0.11
H -5.651969 3.874605 2.297600 0.4 0.3 -0.9 0.13
H -4.872849 2.811798 1.178231 0.0 0.0 -0.5 0.10
H -3.327448 3.449267 3.077202 -0.1 0.0 -0.2 0.10
H -3.730834 5.160610 2.702005 0.6 -1.2 -0.5 0.14
H -0.437973 4.924330 1.010048 0.7 0.1 0.4 0.07
H -0.779463 4.605643 2.786972 0.1 -0.1 -0.4 0.07
H -1.439915 6.017292 1.953172 -0.2 0.2 0.0 0.08
H -1.076995 2.538855 0.409751 0.2 0.1 -0.7 0.05
H -2.775213 2.111178 0.683526 0.4 -0.2 0.2 0.07
H -1.553201 2.183442 2.008215 -0.4 0.2 0.1 0.08
H -1.217848 5.185519 -1.120249 0.8 0.8 -0.4 0.09
C -6.159486 -2.212838 -3.514137 1.3 0.3 0.2 -0.02
C -6.448409 -3.236063 -2.435026 0.3 -0.7 0.8 -0.51
C -7.909958 -3.622207 -2.372578 -0.8 0.1 -0.8 -0.05
C -5.709681 -4.596164 -2.642168 0.1 0.9 0.4 -0.13
C -4.244307 -4.433731 -2.415205 1.9 1.3 1.2 -0.18
C -3.970408 -3.967407 -0.963869 -1.9 0.5 -0.1 -0.11
C -4.696857 -2.607889 -0.682681 1.2 0.4 0.6 -0.51
C -4.604778 -2.338133 0.827786 -0.5 -0.7 0.4 -0.04
C -4.072056 -1.363079 -1.356134 1.0 -1.4 0.3 -0.02
N -6.088149 -2.795366 -1.057504 -0.8 0.4 0.0 -0.07
O -6.781421 -1.524003 -0.823650 -0.5 -1.3 0.7 -0.05
H -6.591999 -1.246612 -3.316849 -0.3 0.3 0.4 0.08
H -5.075992 -2.020779 -3.650494 -0.7 -0.3 -0.1 0.07
H -6.562064 -2.530912 -4.442727 -0.4 -0.5 -1.0 0.08
H -8.139995 -4.236685 -3.265536 -0.1 0.2 0.5 0.10
H -8.058332 -4.186713 -1.468732 -0.1 -0.6 0.3 0.08
H -8.644087 -2.811004 -2.320950 0.4 0.2 -0.2 0.08
H -6.121140 -5.341832 -1.945098 0.1 0.3 -0.1 0.13
H -5.847028 -4.982456 -3.628528 -0.5 -0.1 -0.9 0.11
H -3.683012 -5.345563 -2.518556 0.1 -0.6 -0.5 0.10
H -3.717340 -3.658343 -3.055617 -1.0 -1.0 0.3 0.10
H -2.931710 -3.851773 -0.770539 1.1 0.2 0.1 0.10
H -4.361116 -4.693027 -0.212198 0.2 0.3 -0.6 0.13
H -3.580523 -2.275778 1.193711 0.2 0.0 -0.3 0.08
H -5.049972 -3.191060 1.352183 -0.1 0.2 0.1 0.08
H -5.110663 -1.425274 1.149236 0.0 0.0 -0.2 0.08
H -3.795994 -1.625185 -2.347683 0.2 0.1 -1.1 0.03
H -3.117879 -1.075885 -0.889674 -0.4 0.1 0.2 0.08
H -4.789315 -0.576137 -1.353796 -0.3 0.8 0.0 0.07
H -7.423800 -1.828919 -0.142954 0.6 0.6 -0.7 0.12
C 4.654305 3.173913 2.077160 -1.0 -0.6 0.5 -0.01
C 3.823678 3.783840 3.203270 0.0 2.2 -0.5 -0.49
C 4.088875 5.377745 3.181550 -0.2 -1.1 0.3 0.01
C 2.342036 3.476768 3.136501 -0.9 -0.3 -0.7 -0.12
C 1.611167 4.089391 4.300140 -0.7 -1.1 -0.7 -0.19
C 2.118055 3.517757 5.565071 1.5 -0.6 0.0 -0.14
C 3.643336 3.596697 5.740041 -0.7 1.7 -0.7 -0.48
C 4.004992 5.012494 6.237557 0.6 0.2 -1.5 -0.03
C 4.079746 2.720240 6.855852 -0.4 -1.5 1.3 -0.05
N 4.261302 3.172390 4.423560 1.4 -0.7 2.8 -0.10
O 5.674681 3.450459 4.609259 0.6 -1.2 0.2 -0.04
H 5.678790 3.346736 2.348913 0.5 -0.2 -0.2 0.08
H 4.393185 2.105336 2.027182 0.4 0.2 -0.1 0.08
H 4.444018 3.636773 1.123737 -0.2 0.1 -0.2 0.09
H 4.567312 5.563131 2.249689 0.5 0.4 -0.7 0.06
H 3.210925 6.027716 3.210136 -0.1 -0.4 0.2 0.08
H 4.771381 5.681773 3.978903 -0.1 -0.1 -0.3 0.07
H 1.919567 3.803013 2.167235 0.2 -0.1 0.4 0.13
H 2.108574 2.406046 3.257643 0.6 0.0 -0.6 0.11
H 1.614060 5.141069 4.241788 0.0 1.4 0.2 0.10
H 0.589551 3.725101 4.314734 -0.5 0.4 -0.6 0.09
H 1.786256 2.483256 5.612633 0.1 -0.3 0.1 0.10
H 1.662743 4.041832 6.351146 -0.6 0.6 1.5 0.11
H 3.708921 5.114598 7.241848 -0.4 0.0 1.3 0.07
H 3.599743 5.839366 5.694900 -0.9 0.3 -0.5 0.07
H 5.060042 5.218524 6.159751 0.6 -0.4 0.3 0.08
H 5.117336 2.821973 7.192944 -0.3 0.5 0.0 0.09
H 4.028831 1.699024 6.519033 -0.2 -0.8 0.0 0.07
H 3.357783 2.804560 7.733084 1.1 0.0 -1.0 0.13
H 6.121252 2.588649 4.853691 -1.0 1.3 -0.6 0.14
C 1.636482 3.050526 -5.569358 -1.3 0.9 0.9 -0.02
C 1.454063 1.741809 -4.789260 -2.4 -0.4 0.0 -0.48
C 2.328364 0.681423 -5.406443 -1.0 1.0 -0.4 -0.02
C 1.670500 1.853815 -3.298093 -0.6 1.3 1.1 -0.10
C 0.532234 2.679561 -2.583547 1.0 -2.6 -2.0 -0.14
C -0.750670 1.910577 -2.785474 1.0 0.5 1.2 -0.16
C -1.098652 1.732056 -4.203092 -2.0 -1.1 -1.2 -0.55
C -2.261702 0.674686 -4.199344 0.3 -0.1 -1.0 -0.01
C -1.609639 2.961627 -4.888347 -0.8 0.9 -0.5 -0.02
N 0.029549 1.182839 -4.892667 2.0 -1.0 -0.3 -0.09
O -0.255427 1.025107 -6.263653 -0.4 -1.1 -0.7 -0.04
H 1.080865 3.063006 -6.498401 -0.2 -0.4 -0.2 0.08
H 1.267168 3.938782 -5.007447 0.3 -0.6 -0.2 0.08
H 2.640035 3.256309 -5.841547 1.2 0.0 0.0 0.07
H 2.328090 0.857024 -6.458709 0.1 -0.2 -0.9 0.08
H 3.276796 0.920725 -5.053451 2.1 -0.3 0.6 0.07
H 1.978543 -0.301728 -5.196979 0.0 -0.8 0.4 0.07
H 1.651692 0.873870 -2.814496 0.3 -0.2 -0.3 0.11
H 2.610544 2.362057 -3.087628 0.3 -0.2 -0.1 0.12
H 0.822551 2.854633 -1.596746 0.1 0.1 1.8 0.08
H 0.433923 3.599031 -3.058697 -0.1 1.9 -0.8 0.07
H -1.514393 2.465017 -2.318272 -1.2 0.4 0.7 0.08
H -0.692358 0.939014 -2.318813 0.1 -0.5 0.3 0.11
H -1.880042 -0.290612 -3.833996 -0.1 0.2 -0.3 0.06
H -2.807525 0.571631 -5.176396 0.8 0.0 0.7 0.10
H -3.019411 0.990355 -3.505721 -0.4 0.3 0.5 0.06
H -0.921226 3.760532 -4.712357 0.3 0.8 0.0 0.06
H -2.609387 3.298652 -4.574260 0.3 -0.2 0.2 0.09
H -1.671560 2.822974 -5.971718 0.1 -0.1 0.2 0.09
H -0.373915 0.053636 -6.405802 0.2 1.2 0.3 0.12
C -1.493654 2.394793 5.549593 -0.3 -1.2 0.3 -0.03
C -0.673034 1.123339 5.176888 1.2 1.0 0.8 -0.49
C -0.291833 0.340553 6.424631 -1.3 -0.5 1.3 -0.07
O -1.226801 0.345694 4.137467 0.2 0.2 0.2 -0.04
H -2.417799 2.128759 6.088159 0.4 -0.3 0.1 0.08
H -1.897514 2.968601 4.723222 0.6 0.2 -0.4 0.04
H -0.881474 2.991241 6.233729 -0.2 0.2 -0.3 0.07
H 0.364011 1.399717 4.971083 -0.2 0.8 -1.4 0.09
H -1.160321 -0.238745 6.741245 -0.2 0.1 0.5 0.08
H 0.068475 0.987632 7.270617 -0.4 -0.5 -0.9 0.10
H 0.446065 -0.428299 6.249487 0.5 0.0 -0.4 0.06
H -0.475190 0.047798 3.595408 -0.2 0.0 0.1 0.05
C -0.521736 -0.747777 1.100743 -2.4 0.2 0.2 -0.06
C 0.912300 -0.373762 1.227152 -1.0 -0.3 -0.6 -0.50
C 1.255765 0.784730 0.342981 0.6 0.6 0.0 -0.03
O 1.264763 -0.202975 2.571785 0.6 0.3 0.6 -0.06
H -0.721360 -1.653703 1.592657 0.1 -1.5 1.2 0.06
H -0.787030 -1.062512 0.094097 0.1 0.6 -0.5 0.07
H -1.365691 -0.121026 1.517103 1.3 0.2 -0.7 0.09
H 1.413014 -1.260477 0.883694 0.7 -0.5 -0.5 0.12
H 2.277738 0.644794 0.019779 0.6 0.6 0.1 0.07
H 1.095451 1.753331 0.850296 0.2 -0.4 -0.2 0.08
H 0.702925 0.778780 -0.584625 -0.5 -0.1 -0.1 0.05
H 2.235985 -0.309584 2.621757 -0.5 0.2 0.4 0.07
O 3.691070 0.445657 4.030455 0.0 -1.1 -0.3 -0.05
H 3.938927 1.347023 4.275043 0.2 1.0 0.0 0.01
H 3.203859 0.095438 4.776291 -0.3 -0.1 0.3 0.06
```
Forces are in eV/Å.

The value obtained for the relative energy (zero: lowest compared OMol25 entry of this formula, charge and spin) is 11.8 kcal/mol. The value obtained for the HOMO energy is -8.12 eV. The molar mass comes out at 1081.75 g mol⁻¹. As for the largest force on an atom: 0.0664 Eh/bohr. The SMILES is CC1(C)CCCC(C)(C)N1O.CC1(C)CCCC(C)(C)N1O.CC1(C)CCCC(C)(C)N1O.CC1(C)CCCC(C)(C)N1O.CC1(C)CCCC(C)(C)N1O.CC1(C)CCCC(C)(C)N1O.CC(C)O.CC(C)O.O. As for the gap between HOMO and LUMO: 8.54 eV.